{
  "formula": "C36H50IrN3O3STe",
  "method": "ωB97M-V/def2-TZVPD",
  "relative_energy_kcal_mol": 0.0,
  "homo_lumo_gap_ha": [0.2793, 0.2194],
  "e_homo_ev": [-10.1, -9.9],
  "total_charge": 1,
  "spin_multiplicity": 2,
  "species": ["Ir", "C", "N", "C", "C", "C", "N", "C", "C", "C", "C", "C", "C", "C", "O", "C", "C", "C", "N", "C", "C", "C", "C", "C", "C", "C", "O", "H", "H", "H", "H", "H", "H", "H", "H", "H", "H", "H", "H", "H", "H", "H", "H", "H", "H", "H", "H", "H", "H", "H", "H", "H", "C", "C", "C", "S", "O", "C", "C", "C", "H", "H", "H", "H", "H", "H", "H", "H", "H", "H", "H", "H", "H", "H", "C", "C", "C", "C", "C", "C", "Te", "C", "C", "C", "H", "H", "H", "H", "H", "H", "H", "H", "H", "H", "H"],
  "positions_angstrom": [[-0.067, -0.140, 0.652], [-1.145, 1.576, 3.004], [-0.594, 1.815, 1.657], [0.566, 2.761, 1.793], [1.781, 2.414, 0.964], [2.553, 1.253, 1.560], [1.646, 0.130, 1.815], [2.108, -0.846, 2.516], [1.335, -1.905, 3.072], [1.994, -2.847, 3.889], [1.305, -3.829, 4.548], [-0.087, -3.892, 4.390], [-0.753, -2.995, 3.590], [-0.068, -1.968, 2.916], [-0.794, -1.112, 2.226], [-1.588, 2.410, 0.728], [-2.951, 1.746, 0.693], [-2.988, 0.230, 0.598], [-1.934, -0.370, -0.209], [-2.282, -1.281, -1.037], [-1.435, -2.230, -1.688], [-1.988, -2.994, -2.735], [-1.290, -4.010, -3.331], [-0.015, -4.321, -2.838], [0.533, -3.614, -1.795], [-0.145, -2.521, -1.205], [0.479, -1.868, -0.256], [-1.458, 2.521, 3.458], [-0.379, 1.112, 3.620], [-1.988, 0.898, 2.966], [0.852, 2.788, 2.845], [0.228, 3.764, 1.525], [2.440, 3.284, 0.912], [1.452, 2.193, -0.046], [2.999, 1.560, 2.511], [3.370, 0.961, 0.898], [3.169, -0.839, 2.775], [3.069, -2.769, 4.006], [1.819, -4.535, 5.184], [-0.649, -4.660, 4.907], [-1.827, -3.039, 3.466], [-1.131, 2.397, -0.262], [-1.762, 3.458, 1.000], [-3.476, 2.191, -0.153], [-3.522, 2.011, 1.586], [-3.971, -0.072, 0.229], [-2.875, -0.208, 1.590], [-3.349, -1.404, -1.229], [-2.991, -2.757, -3.071], [-1.722, -4.577, -4.143], [0.549, -5.131, -3.284], [1.503, -3.870, -1.391], [4.684, 2.873, -1.526], [4.202, 1.913, -2.608], [2.676, 1.770, -2.628], [2.156, 0.406, -1.560], [0.642, 0.662, -1.374], [2.308, -0.941, -2.752], [3.607, -1.737, -2.609], [3.954, -2.103, -1.164], [5.770, 2.851, -1.440], [4.265, 2.610, -0.554], [4.387, 3.897, -1.757], [4.664, 0.934, -2.450], [4.537, 2.259, -3.586], [2.275, 1.580, -3.622], [2.182, 2.653, -2.219], [2.180, -0.531, -3.753], [1.454, -1.571, -2.529], [4.438, -1.191, -3.060], [3.478, -2.650, -3.193], [4.335, -1.238, -0.616], [4.724, -2.874, -1.142], [3.077, -2.473, -0.631], [-4.473, 6.407, -6.499], [-3.770, 5.342, -5.706], [-4.139, 5.053, -4.399], [-3.494, 4.075, -3.654], [-3.967, 3.826, -2.246], [-2.444, 3.342, -4.239], [-1.473, 1.824, -3.168], [-2.060, 3.621, -5.570], [-0.957, 2.870, -6.270], [-2.729, 4.613, -6.270], [-5.133, 7.000, -5.868], [-5.075, 5.958, -7.292], [-3.752, 7.072, -6.975], [-4.950, 5.609, -3.943], [-4.713, 4.566, -1.958], [-3.137, 3.876, -1.541], [-4.419, 2.836, -2.161], [-0.037, 2.878, -5.686], [-0.754, 3.315, -7.243], [-1.236, 1.826, -6.424], [-2.434, 4.823, -7.293]],
  "forces_ev_per_a": [[-0.67, 1.09, -0.24], [-0.14, 0.19, 0.08], [0.21, -0.90, -0.56], [-0.04, 0.06, 0.13], [0.10, 0.02, 0.11], [0.03, 0.11, -0.01], [0.60, -0.64, -1.13], [-0.01, 0.16, 0.32], [-0.03, -0.28, -0.23], [0.03, 0.04, -0.05], [-0.06, -0.05, 0.03], [0.06, 0.01, -0.01], [-0.12, 0.12, 0.07], [-0.09, -0.15, 0.02], [-0.05, -0.08, -0.04], [-0.05, 0.29, 0.11], [-0.01, -0.01, 0.02], [-0.20, 0.05, 0.06], [0.35, -0.17, 0.53], [-0.14, -0.04, -0.17], [0.07, -0.03, 0.01], [-0.01, 0.01, -0.01], [0.03, -0.02, -0.02], [-0.02, 0.04, -0.01], [0.04, 0.00, 0.08], [-0.01, -0.04, 0.08], [0.44, -0.05, 0.48], [0.03, 0.02, -0.03], [0.01, 0.02, 0.00], [0.00, 0.00, 0.00], [-0.04, 0.01, 0.01], [-0.12, -0.02, 0.08], [-0.04, 0.03, 0.03], [0.01, 0.11, -0.06], [-0.03, 0.04, -0.01], [0.01, -0.13, -0.01], [-0.06, 0.19, 0.24], [0.00, 0.02, -0.02], [0.00, -0.01, -0.01], [-0.01, -0.01, -0.02], [0.00, -0.04, 0.01], [-0.04, 0.02, -0.01], [0.11, 0.01, 0.06], [0.03, -0.07, 0.00], [0.00, 0.09, -0.02], [0.04, -0.05, -0.06], [-0.05, -0.05, -0.01], [0.01, 0.16, -0.08], [0.00, 0.01, 0.02], [0.01, 0.00, -0.01], [-0.01, -0.03, 0.05], [0.01, -0.03, -0.04], [0.02, -0.03, -0.07], [-0.03, 0.01, 0.11], [0.09, 0.03, 0.07], [-0.13, 0.12, -0.51], [-0.05, -0.31, 0.99], [0.11, 0.00, -0.02], [0.04, 0.04, 0.16], [-0.01, 0.02, -0.07], [0.00, 0.02, 0.01], [0.01, -0.01, 0.05], [-0.04, -0.01, 0.03], [0.01, 0.00, -0.09], [0.00, -0.03, -0.02], [-0.08, 0.02, 0.03], [0.02, 0.02, -0.03], [-0.04, -0.01, 0.00], [-0.03, -0.02, 0.00], [0.00, -0.05, -0.06], [-0.01, 0.04, -0.05], [0.00, -0.03, 0.02], [0.01, 0.01, 0.01], [0.00, 0.01, 0.03], [0.02, -0.07, 0.01], [-0.01, 0.02, 0.01], [0.03, 0.02, 0.02], [-0.04, -0.04, 0.04], [0.02, 0.05, -0.08], [0.04, -0.05, -0.07], [-0.16, 0.15, -0.25], [0.04, -0.04, 0.00], [-0.06, 0.05, 0.00], [0.00, 0.00, -0.02], [0.00, 0.01, -0.01], [-0.01, 0.01, 0.00], [-0.02, 0.02, 0.00], [0.01, 0.01, 0.00], [-0.01, 0.00, 0.00], [-0.02, 0.00, 0.00], [0.02, -0.01, 0.04], [0.01, -0.02, -0.01], [-0.01, 0.00, 0.00], [0.04, -0.02, 0.02], [0.02, 0.01, 0.01]],
  "mulliken_spin": [-0.013, 0.000, -0.002, -0.001, 0.002, -0.002, -0.001, 0.000, 0.001, 0.000, 0.000, 0.000, 0.000, 0.000, -0.002, -0.066, -0.014, 0.004, 0.027, 0.002, 0.018, -0.019, 0.001, 0.001, -0.002, -0.006, -0.002, 0.000, 0.000, 0.000, 0.000, -0.001, 0.002, 0.021, 0.000, 0.000, 0.000, 0.000, 0.000, 0.000, 0.000, 0.068, 0.002, 0.008, 0.001, 0.001, -0.001, -0.003, -0.001, 0.000, 0.000, 0.000, 0.000, 0.003, 0.048, 0.007, -0.009, -0.005, -0.001, 0.001, 0.000, 0.000, 0.000, -0.001, 0.001, -0.004, 0.001, -0.002, 0.003, 0.000, 0.000, 0.000, 0.000, 0.000, -0.004, 0.072, -0.031, -0.013, 0.005, -0.096, 1.033, -0.033, 0.006, -0.029, 0.000, 0.006, 0.004, 0.000, 0.000, 0.008, 0.004, 0.004, 0.001, 0.003, 0.000]
}